No. 1
C15H30CdNO6P | ωB97M-V/def2-TZVPD

The geometry in XYZ format:
```
54
C15H30CdNO6P (ωB97M-V/def2-TZVPD)
O -2.919 0.605 1.038
C -1.183 0.318 -4.609
H -2.127 -2.239 4.886
O 0.464 1.810 -0.192
H -0.534 2.276 -5.528
H -3.438 -0.072 0.551
C -0.204 1.270 0.694
H 0.645 -0.876 -3.889
Cd 2.740 -2.598 2.291
C 0.754 -0.805 2.002
C -0.100 2.386 -3.323
H 3.636 1.454 0.492
C -1.077 -1.452 -2.603
H -0.220 3.507 -3.531
H 0.924 2.253 -2.833
H 2.036 -0.269 0.128
H -0.921 2.037 -2.614
C 2.138 -0.851 1.114
C -0.843 -1.347 -0.028
H 4.375 -0.950 1.701
H -2.044 0.657 -3.939
H 0.945 -0.148 2.925
C 3.851 1.209 1.590
H 0.485 -1.896 2.291
H -1.403 -2.555 -2.670
C -0.490 -1.006 -4.030
H 3.188 -0.381 3.073
C 0.000 -1.280 -1.394
O -0.891 2.108 1.649
H -1.967 -1.380 -0.262
C -0.167 1.571 -4.716
H 2.321 1.855 2.841
H -1.630 0.095 -5.635
N 3.249 2.199 2.535
O -2.405 -2.822 2.295
O -4.271 -1.135 2.986
H 2.354 -1.987 0.846
H -0.741 1.034 3.615
P -2.581 -1.424 2.887
C 3.444 -0.312 1.955
O -2.008 -1.344 4.490
H 3.153 3.125 2.098
H -0.657 -1.858 -4.765
C -1.388 1.252 2.708
C -1.882 -0.030 1.830
H -0.619 -2.378 0.440
H 0.641 -0.350 -1.525
C -0.451 -0.260 1.085
H 0.897 1.216 -4.939
H 0.713 -2.179 -1.525
H -4.344 -0.156 3.123
H -2.047 -0.880 -2.354
H -2.390 1.715 2.996
H 4.988 1.267 1.751
```

The total charge is +2. For the LUMO energy, the calculation gives -12.53 eV. The value obtained for the molar mass is 463.8 g/mol. The calculation puts the total energy at -1603.94062 Ha.



No. 2
C6H11ISi | ωB97M-V/def2-TZVPD

The geometry in XYZ format:
```
19
C6H11ISi (ωB97M-V/def2-TZVPD)
H -1.987 1.056 1.229
C 3.535 0.071 0.191
I 5.484 0.449 -0.116
H -0.505 0.195 -2.112
H -0.266 0.998 1.840
H -0.990 -1.379 -2.217
Si -0.304 -0.639 0.074
H -1.305 -2.819 -0.049
H 0.852 -1.017 -2.138
H -1.437 2.632 -0.381
H 0.301 2.120 -0.444
H -2.109 -2.300 1.395
H -0.338 3.036 0.856
H -0.466 -2.546 1.479
C -0.869 0.955 0.965
C -0.581 2.240 0.175
C 2.317 -0.053 0.243
C -0.148 -0.805 -1.802
C -1.184 -2.195 0.812
```

As for the energy relative to the best compared isomer or geometry (same formula, charge and spin): 61.3 kcal/mol. For the LUMO energy, the calculation gives -0.05 eV. The value obtained for the molar mass is 238.1 g/mol. The calculation puts the total energy at -822.24244 Ha.



No. 3
C22H36N3ReSe3SiTe | ωB97M-V/def2-TZVPD

The geometry in XYZ format:
```
67
C22H36N3ReSe3SiTe (ωB97M-V/def2-TZVPD)
C -2.725 0.256 0.882
H -0.767 0.955 3.319
H -3.324 -5.539 1.114
Re 1.109 -1.211 0.997
Si -0.006 1.265 0.241
C -1.686 -2.647 1.887
H 0.371 -4.924 -0.991
H -0.682 3.509 -1.508
C 2.484 -1.411 -1.863
H 1.425 1.818 -3.346
H 3.057 -0.599 -1.410
C -1.213 3.267 1.867
H 2.844 2.926 -1.944
C -0.598 -3.834 0.280
H 1.014 0.322 -2.537
N 0.474 -4.030 -0.587
H -1.205 4.091 1.149
C 2.702 -1.803 -3.108
H -1.052 -1.169 -0.949
C -2.692 -3.596 1.960
H -3.139 1.050 1.490
H 0.896 4.115 -2.137
H -2.192 2.116 -1.971
H -3.667 1.704 -1.191
C 2.495 2.364 -1.064
C 1.058 -3.146 -1.516
Se 2.880 -1.124 4.735
C 0.370 3.538 -1.322
H 0.852 4.216 2.478
H -1.429 -0.021 -2.314
H -3.589 -0.254 0.414
Se 1.306 -2.052 3.262
H -2.648 -0.849 -1.424
H 2.033 -2.957 -4.807
H -2.530 2.885 -0.381
C 0.082 2.365 1.811
C -2.625 1.916 -0.999
H -2.180 -0.369 1.535
H 0.006 2.344 3.902
C 1.158 -3.519 -2.906
C 1.005 2.138 -1.221
H 0.549 4.141 -0.427
C 0.098 1.566 3.141
H -1.296 3.557 2.919
H 2.695 2.955 -0.220
Se 3.171 0.209 1.229
N 1.551 -2.023 -1.069
C 1.933 -2.768 -3.716
H 3.391 -1.253 -3.684
H -3.490 -3.436 2.743
H 1.786 3.769 1.127
H 0.951 0.893 3.276
C 1.263 3.330 2.023
H -0.199 1.406 -2.974
H -2.113 2.706 1.742
H 0.710 -4.406 -3.250
H 2.059 2.895 2.603
N -0.632 -2.697 0.998
C -2.577 -4.766 1.218
H 3.061 1.420 -0.992
C -1.704 -0.364 -1.312
C -1.814 0.783 -0.287
H -1.340 -5.798 -0.155
Te 4.696 -1.057 2.921
C 0.828 1.422 -2.569
C -1.485 -4.872 0.423
H -1.767 -1.721 2.460
```

As for the energy relative to the best compared isomer or geometry (same formula, charge and spin): 27.4 kcal/mol. The total charge is +1. Its multiplicity is 4. For the LUMO energy (spin up / spin down), the calculation gives -3.81 / -4.46 eV. The value obtained for the molar mass is 921.3 g/mol. The calculation puts the total energy at -8864.01422 Ha.



No. 4
C43H43N9O4PS2 | ωB97M-V/def2-TZVPD

The geometry in XYZ format:
```
102
C43H43N9O4PS2 (ωB97M-V/def2-TZVPD)
C -1.521 6.590 4.178
H -2.864 2.305 3.001
C 3.740 -9.463 2.637
C -1.787 1.828 1.322
C 0.721 5.736 5.449
H -1.323 2.968 2.896
H 6.799 -10.287 3.816
H -4.977 5.393 1.448
H -4.729 6.319 -5.771
C 4.992 -6.173 -3.037
H 4.517 -2.080 -2.325
H 1.791 3.923 -1.473
C -1.085 0.601 0.819
H -5.613 4.782 -1.231
C -6.293 0.316 6.909
N 6.116 -6.378 -3.735
C 4.298 -3.247 -5.934
C 3.212 -2.780 -5.213
C 0.404 7.085 5.484
H 2.763 6.165 -1.992
H -1.604 1.271 -2.664
H -4.236 -0.256 7.200
O 1.353 -0.585 -2.034
C -5.470 5.160 -2.238
N -5.720 0.078 4.190
H -1.980 -1.235 -2.657
C 4.346 -7.158 -2.307
H -3.817 -0.437 4.747
H -8.274 0.855 6.250
C -0.932 5.411 -2.396
C -6.937 0.431 4.621
H 2.226 -2.727 -5.662
C -0.124 4.883 4.760
C -5.025 -0.053 6.488
C 5.635 -2.864 -3.991
C -0.410 -0.397 1.827
C -2.396 2.779 0.355
H 3.307 -9.391 0.528
C -4.159 5.113 -4.087
H -1.974 5.129 -2.492
C -0.740 7.525 4.836
O -1.192 -1.495 2.255
C -0.502 6.688 -2.714
N -4.396 4.686 -2.840
C -4.791 -0.155 5.126
H -1.201 7.436 -3.067
H 4.181 -3.570 -6.960
N 5.264 -9.922 0.836
O 0.714 -0.314 2.220
N -1.890 2.108 2.739
C -7.273 0.564 5.959
H 4.602 -5.162 -3.077
C -3.158 4.046 0.846
H 6.408 -3.644 -5.837
H -2.427 6.887 3.660
H -1.019 8.571 4.842
H -3.267 4.705 -4.552
N 3.284 -2.367 -3.940
S -2.770 -1.045 2.664
C 6.625 -7.617 -3.710
C 0.848 6.975 -2.569
H 2.743 -9.179 2.949
C 6.055 -8.671 -3.014
H 1.555 -1.061 -2.888
H 6.509 -9.654 -3.032
H -6.760 7.193 -4.595
C 4.054 -9.579 1.293
C -4.107 4.760 1.158
H 7.180 -10.438 1.355
S -0.176 -2.715 -0.531
H -3.497 -1.020 1.483
N -2.278 2.501 -1.028
C 5.534 -3.287 -5.307
H 4.418 -9.230 -1.741
C -1.012 0.366 -0.650
C -1.655 1.384 -1.544
C 1.167 4.735 -1.829
H 1.040 7.785 6.012
P -0.162 -1.057 -1.502
C -6.355 6.060 -2.810
H 4.530 -9.641 4.628
H -6.516 0.408 7.965
C 4.735 -9.720 3.567
H 3.440 -6.934 -1.759
C 1.705 5.979 -2.118
H 6.583 -2.881 -3.470
N -0.134 4.447 -1.960
C 5.997 -10.078 3.120
H -2.678 3.172 -1.712
H 1.229 7.962 -2.806
C -6.096 6.490 -4.105
C 6.209 -10.163 1.753
H -7.219 6.412 -2.262
N -1.236 5.283 4.126
H 7.537 -7.754 -4.282
H 1.605 5.356 5.944
H -7.670 0.611 3.842
O -1.041 -1.326 -2.941
C 4.489 -2.418 -3.356
C -4.969 6.007 -4.764
C 4.893 -8.432 -2.299
H 0.085 3.819 4.702
```

The total charge is +1. For the LUMO energy, the calculation gives -4.38 eV. The value obtained for the molar mass is 845.0 g/mol. The calculation puts the total energy at -3595.51422 Ha.



No. 5
C7H5BrCl2 | ωB97M-V/def2-TZVPD

The geometry in XYZ format:
```
15
C7H5BrCl2 (ωB97M-V/def2-TZVPD)
Cl -2.979 -2.347 0.369
C 1.532 0.290 0.827
H 0.950 -0.851 -0.890
C -1.867 -0.108 -0.896
H 3.106 0.327 -0.566
C 2.764 0.552 0.431
C -0.490 -1.274 0.612
C -1.695 -1.272 0.020
C 0.490 -0.318 -0.051
Br -0.682 2.322 0.235
H 3.480 1.011 1.091
H -1.911 -0.333 -1.967
Cl -3.344 0.830 -0.525
H 1.203 0.530 1.828
C -0.558 0.641 -0.518
```

For the LUMO energy (spin up / spin down), the calculation gives -1.36 / -0.62 eV. The value obtained for the molar mass is 239.9 g/mol. The calculation puts the total energy at -3763.94868 Ha.